15
Properties=species:S:1:pos:R:3:forces:R:3 method="wB97M-V/def2-TZVPD" homo_lumo_gap_ha=0.32271 lumo_ev=0.828 smiles="CN/C(=N/S)NN"
C 2.21962 -0.85360 0.04426 0.984 0.151 1.177
C -0.05525 0.09444 -0.09071 -1.842 0.727 -0.058
H 2.21004 -1.40623 1.11307 -0.260 1.334 -2.513
H 1.88991 -1.55576 -0.76377 0.932 0.210 0.787
H 3.31798 -0.39863 -0.07160 -2.477 -1.268 -0.025
H 1.66661 1.06553 -0.61606 -0.811 -0.843 0.733
H -0.04135 1.92430 0.64248 -1.799 -0.502 -1.623
H -2.55131 1.29367 0.80774 0.732 0.034 -0.545
H -2.49323 1.53553 -0.80881 -0.976 -0.466 -2.268
H -1.94386 -2.70960 -0.03290 -0.976 1.320 0.079
N 1.28453 0.29868 -0.02873 2.695 -0.089 -0.109
N -0.64923 1.40950 -0.08048 1.022 0.290 1.701
N -2.03634 1.70962 0.01767 1.442 0.097 2.768
N -0.57367 -1.07014 -0.12836 0.762 0.894 -0.057
S -2.24443 -1.33731 -0.00379 0.573 -1.889 -0.048

=====

12
Properties=species:S:1:pos:R:3:forces:R:3 method="wB97M-V/def2-TZVPD" homo_lumo_gap_ha="0.15692 / 0.39846" lumo_ev="0.742 / 0.553" spin_multiplicity=2
N -2.06419 0.24499 0.61874 0.137 -0.649 -0.341
H -1.41878 0.12808 -0.21418 -0.488 0.318 0.692
H -1.89612 1.14426 1.10479 -0.019 0.243 0.011
H -1.85628 -0.54104 1.27706 -0.042 0.010 0.128
H -3.06119 0.15130 0.34270 -0.050 0.154 -0.064
C 1.58146 -0.61374 0.63754 0.128 0.700 -0.222
C 1.35041 0.18202 -0.39392 -0.884 -0.515 0.346
O 0.07057 0.09450 -0.97747 1.115 -0.028 -0.740
H 2.45215 -0.48644 1.25866 0.187 -0.167 -0.048
H 0.81657 -1.32199 0.89895 -0.008 -0.228 0.227
H 1.99021 0.95221 -0.79872 0.080 0.032 0.057
H 0.17189 -0.07369 -1.92252 -0.155 0.130 -0.047

=====

12
Properties=species:S:1:pos:R:3:forces:R:3 method="wB97M-V/def2-TZVPD" homo_lumo_gap_ha=0.38937 lumo_ev=-5.389 charge=+1
O -0.40449 1.82578 1.68950 0.137 0.199 0.094
H 0.01385 -0.01707 0.71233 -0.832 0.679 -0.227
H -0.67221 2.52282 1.09214 -0.285 0.101 -0.669
H -0.22207 2.37445 2.46303 0.195 -0.522 0.398
C 0.05166 0.01271 -1.44780 -0.474 -0.306 0.451
C 0.41233 -1.79991 0.20382 -2.425 -0.981 -1.065
N 0.03061 -0.62223 -0.11687 2.176 -0.079 1.268
H -0.60953 0.87232 -1.35784 0.106 -0.034 -0.309
H 1.05744 0.31052 -1.73900 -0.021 -0.013 0.176
H -0.35447 -0.72666 -2.12653 -0.009 0.120 -0.344
H 0.16400 -2.18721 1.19062 0.910 0.509 0.306
H 0.53288 -2.56553 -0.56340 0.521 0.329 -0.078

=====

12
Properties=species:S:1:pos:R:3:forces:R:3 method="wB97M-V/def2-TZVPD" homo_lumo_gap_ha=0.38522 lumo_ev=-5.232 charge=+1
O 1.77436 -0.21186 2.14382 -0.320 0.115 -0.481
H 2.52933 0.17059 2.60852 -0.213 -0.321 0.132
H 1.48204 -1.01327 2.59815 0.382 0.303 0.146
H -2.38881 0.22667 -1.66713 0.047 0.251 -0.266
C -1.76766 0.18338 -0.78443 0.522 -1.731 2.026
C -0.38634 -0.21711 -1.11378 0.593 1.329 -1.873
N 0.68738 0.32569 -0.63250 -1.186 -0.766 0.377
H -2.17068 -0.65363 -0.17654 -0.238 0.224 -0.248
H -1.77173 1.04199 -0.12176 -0.189 0.280 -0.282
H -0.21204 -0.81506 -2.01256 -0.206 0.192 0.035
H 0.70218 0.57415 0.35624 0.357 0.835 0.012
H 1.52196 0.38846 -1.19804 0.451 -0.711 0.424

=====

12
Properties=species:S:1:pos:R:3:forces:R:3 method="wB97M-V/def2-TZVPD" homo_lumo_gap_ha=0.38534 lumo_ev=-5.607 charge=+1
C -0.34691 -1.67988 0.57033 1.727 -5.159 0.125
C 0.48464 -0.17080 -1.24312 0.700 -0.467 2.893
N -0.12212 -0.45006 -0.07382 1.312 1.618 -4.577
H -1.07708 -1.55601 1.35803 0.266 0.124 0.323
H 0.69304 -2.14629 0.95439 -2.399 1.238 -0.479
H -0.77092 -2.58133 -0.08451 0.871 2.361 0.835
H 1.27259 -0.85728 -1.75360 -2.169 0.633 0.897
H 0.48123 0.89192 -1.57498 -0.216 -0.951 0.442
H -0.54575 0.33365 0.41876 0.085 0.614 -0.400
H -0.61942 2.82049 -0.07665 -1.218 1.674 -0.953
H 0.58603 3.05564 1.04668 -2.913 -2.923 -2.691
O -0.03533 2.33995 0.45848 3.955 1.238 3.585

=====

12
Properties=species:S:1:pos:R:3:forces:R:3 method="wB97M-V/def2-TZVPD" homo_lumo_gap_ha=0.42865 lumo_ev=-5.070 charge=+1
O -0.25519 2.12591 0.66799 -0.189 0.727 1.073
H -0.39350 3.04477 0.40438 0.036 -0.030 -0.132
H -0.44595 2.12109 1.62313 0.113 -0.141 -0.431
H -0.52453 -2.01259 1.10741 0.012 0.010 0.190
C 0.24448 -1.46013 0.57194 -0.321 -0.232 -0.774
C -0.17432 -0.98172 -0.76173 0.070 0.850 -0.388
N -0.12823 0.26958 -1.12613 1.301 -0.165 1.383
H 0.95320 -2.23080 0.18901 -0.016 0.256 0.682
H 0.76562 -0.68425 1.14533 -0.352 -0.355 -0.044
H -0.39168 -1.68999 -1.55664 0.413 -0.246 0.013
H -0.13106 1.01358 -0.34577 0.338 -0.766 -0.790
H 0.48116 0.48454 -1.91893 -1.404 0.093 -0.782

=====

12
Properties=species:S:1:pos:R:3:forces:R:3 method="wB97M-V/def2-TZVPD" homo_lumo_gap_ha=0.44971 lumo_ev=-4.675 charge=+1
O 0.28482 -0.74104 1.92630 -0.417 -0.238 1.081
H 0.38587 -0.81111 0.34650 -0.979 1.258 -1.389
H 0.71674 0.02560 2.30753 0.321 0.173 0.179
H -0.39411 -0.97653 2.58634 0.337 -0.135 -0.444
C 0.47815 1.10943 -0.53538 0.581 2.369 -1.536
C -0.80262 -0.80015 -1.29132 -0.685 -0.119 -0.265
N 0.03991 -0.23547 -0.53464 -0.031 -1.990 1.155
H -0.02170 1.76074 -1.28680 0.414 -0.981 -0.156
H 1.57111 1.15036 -0.67937 -0.493 0.054 0.173
H 0.18048 1.66082 0.34246 0.163 -0.492 0.893
H -1.17011 -1.77548 -0.99616 0.366 -0.241 -0.163
H -1.26854 -0.36715 -2.18547 0.424 0.342 0.474

=====

13
Properties=species:S:1:pos:R:3:forces:R:3 method="wB97M-V/def2-TZVPD" homo_lumo_gap_ha=0.27449 lumo_ev=4.421 charge=-1
C 1.94346 -0.07022 -1.96535 -0.231 -0.733 0.227
O 0.86041 0.64872 -1.50419 -0.314 0.609 -0.130
H 1.66335 -0.66087 -2.86020 0.207 0.320 -0.173
H 2.20459 -0.85702 -1.23541 0.499 0.345 -0.030
H 2.81302 0.58525 -2.21708 -0.318 -0.476 0.207
N -2.37429 -0.08511 1.20789 0.325 -0.605 -0.101
C -0.99090 0.24346 1.65988 1.754 1.726 -0.045
O 0.04286 0.05366 0.78964 -0.707 -1.179 0.181
H -2.73811 -0.79391 1.83941 -0.063 -0.058 -0.127
H -2.21799 -0.56657 0.32278 -0.108 0.074 0.003
H -0.76167 -0.21561 2.65149 -0.445 -0.373 -0.142
H -0.97847 1.32993 1.86941 -0.538 0.201 0.332
H 0.53376 0.38829 -0.55826 -0.062 0.149 -0.203

=====

13
Properties=species:S:1:pos:R:3:forces:R:3 method="wB97M-V/def2-TZVPD" homo_lumo_gap_ha=0.26495 lumo_ev=3.839 charge=-1
C -0.16985 -0.12391 -0.08895 -1.716 0.926 -0.981
O -1.12428 -0.40934 0.88256 1.213 -0.222 0.658
C 1.24951 -0.02966 0.39745 -0.388 2.764 2.116
N 2.26314 0.25648 -0.86705 -2.478 -3.110 1.839
H -0.33785 -0.81525 -0.93425 0.751 -0.191 -0.057
H -0.34142 0.87100 -0.53866 -0.210 -0.118 -0.019
H 1.38374 0.88929 0.96676 -0.460 -0.197 0.476
H 1.48044 -0.86301 1.08159 0.351 -0.081 -0.315
H 3.15933 0.29069 -0.37644 -0.065 -0.426 -0.058
H 1.78704 -0.74543 -0.59229 3.196 0.425 -3.460
H -2.07038 -0.15156 0.53682 -0.494 0.377 -0.357
H -3.84802 0.49430 -0.66052 0.268 -0.116 0.048
O -3.43139 0.33640 0.19297 0.034 -0.031 0.110

=====

13
Properties=species:S:1:pos:R:3:forces:R:3 method="wB97M-V/def2-TZVPD" homo_lumo_gap_ha=0.24811 lumo_ev=4.144 charge=-1
C 0.86504 1.08533 0.00336 -0.768 -0.588 -0.074
N -0.13976 0.21366 -0.64969 -2.636 2.771 -1.307
C 0.39296 -1.16315 -0.96024 1.948 1.103 1.864
O 1.62125 -1.14493 -1.46807 -0.584 -0.646 0.223
H 1.76868 0.57580 -0.36004 0.629 0.439 0.803
H 0.85100 2.11819 -0.44515 -0.128 -0.823 0.856
H 0.64704 1.03534 1.13473 0.818 0.480 -1.591
H -0.58295 0.80378 -1.50602 1.663 -2.437 2.214
H 0.23237 -1.74858 0.08618 0.580 0.818 -1.088
H -0.38512 -1.55464 -1.52383 -1.730 -1.196 -1.802
H -1.72571 0.06487 1.16870 0.695 -0.459 -3.945
H -1.77620 -0.58522 2.47325 0.082 0.973 -0.177
O -1.76860 0.29956 2.04682 -0.571 -0.435 4.025

=====

13
Properties=species:S:1:pos:R:3:forces:R:3 method="wB97M-V/def2-TZVPD" homo_lumo_gap_ha=0.26260 lumo_ev=4.389 charge=-1
C 0.74138 -1.01338 0.42625 0.192 -0.667 0.007
N 0.43320 0.36080 0.07777 -0.046 0.200 0.427
C -0.76194 0.86478 0.94741 0.149 -0.129 0.039
O -0.81371 0.40834 2.16753 0.108 -0.190 0.406
H 1.58280 -1.42732 -0.14741 -0.008 0.366 -0.056
H -0.10294 -1.66023 0.19514 -0.262 0.013 0.010
H 0.95329 -1.12826 1.49102 -0.107 -0.024 0.066
H 1.21982 0.90199 0.42356 0.036 0.146 -0.177
H -1.64695 0.59301 0.31711 -0.068 0.054 -0.180
H -0.61467 1.96701 0.89163 -0.150 0.238 -0.357
H 0.01601 0.28829 -1.56645 0.454 -0.122 -0.321
H -0.96323 -0.20593 -2.66930 0.051 0.009 -0.060
O -0.04307 0.05090 -2.55427 -0.348 0.107 0.193

=====

13
Properties=species:S:1:pos:R:3:forces:R:3 method="wB97M-V/def2-TZVPD" homo_lumo_gap_ha=0.46846 lumo_ev=-3.777 charge=+1 smiles=CC([NH3+])(O)O
C -1.36068 -0.11542 -0.57834 2.443 -1.072 -0.882
C 0.06882 0.12798 -0.25594 3.387 -1.532 0.266
N 0.40250 0.03340 1.30084 0.200 -2.185 -0.675
O 0.49655 1.37221 -0.70968 2.407 -2.365 0.420
O 1.05336 -1.05462 -0.52137 -1.255 2.083 -0.694
H -1.46054 -0.34787 -1.62037 -0.190 0.143 -0.470
H -1.85918 -0.80036 0.00992 -0.507 -2.154 1.157
H -1.77111 0.74979 -0.28522 -2.061 3.615 0.221
H -0.45895 0.11692 1.84416 0.210 -0.296 0.243
H 1.04528 0.77130 1.60281 -0.033 -0.167 -0.175
H 0.90371 -0.98094 1.33743 -1.480 2.806 0.336
H 1.52448 1.27495 -0.69175 -2.346 0.760 -0.300
H 1.41574 -1.14735 -1.43250 -0.775 0.364 0.553

=====

In the order shown, the computed energy relative to the best compared isomer or geometry (same formula, charge and spin) values come out to 24.2, 52.9, 25.8, 18.0, 49.9, 24.9, 25.5, 18.7, 73.0, 38.8, 11.7, 45.9 kcal per mole.